[1]
{
  "formula": "C37H44N4O3SSi2Ti",
  "method": "ωB97M-V/def2-TZVPD",
  "spin_multiplicity": 3,
  "lumo_energy_ev": [4.43, 4.42],
  "total_charge": -2,
  "species": ["Ti", "C", "Si", "C", "C", "N", "C", "C", "C", "C", "C", "C", "N", "Si", "C", "C", "C", "H", "H", "H", "H", "H", "H", "H", "H", "H", "H", "H", "H", "H", "H", "H", "H", "H", "H", "H", "H", "H", "H", "O", "C", "C", "O", "O", "C", "C", "C", "C", "C", "C", "C", "C", "C", "C", "C", "C", "H", "H", "H", "H", "H", "H", "H", "H", "H", "H", "H", "N", "C", "C", "C", "N", "C", "C", "H", "H", "H", "H", "H", "H", "S", "C", "C", "C", "C", "C", "C", "H", "H", "H", "H", "H"],
  "xyz": [[0.39, -0.12, 0.63], [-1.17, 0.25, 5.41], [-1.14, 0.24, 3.49], [-2.23, -1.30, 3.25], [-2.02, 1.86, 3.02], [0.34, 0.10, 2.64], [1.63, 0.12, 3.14], [1.95, 0.34, 4.48], [3.25, 0.27, 4.97], [4.29, 0.01, 4.10], [4.01, -0.16, 2.75], [2.71, -0.12, 2.22], [2.41, -0.27, 0.88], [3.61, -0.48, -0.32], [2.92, -0.96, -2.01], [4.87, -1.90, -0.05], [4.69, 1.09, -0.53], [-2.20, 0.12, 5.74], [-0.79, 1.18, 5.84], [-0.59, -0.58, 5.81], [-3.29, -1.05, 3.37], [-1.98, -2.07, 3.98], [-2.11, -1.73, 2.26], [-3.10, 1.78, 3.16], [-1.83, 2.09, 1.97], [-1.65, 2.69, 3.62], [1.15, 0.57, 5.17], [3.44, 0.43, 6.03], [5.31, -0.05, 4.45], [4.84, -0.33, 2.07], [2.61, -2.01, -2.00], [3.70, -0.84, -2.77], [2.07, -0.36, -2.30], [4.34, -2.83, 0.18], [5.58, -1.72, 0.76], [5.45, -2.06, -0.96], [4.08, 1.99, -0.35], [5.09, 1.17, -1.54], [5.52, 1.12, 0.17], [-0.09, 0.19, -1.77], [-0.10, 1.57, -2.14], [0.04, 2.42, -0.82], [0.01, 3.64, -0.87], [0.19, 1.70, 0.23], [1.09, 1.79, -3.06], [1.07, 1.20, -4.33], [2.14, 1.33, -5.19], [3.26, 2.07, -4.81], [3.28, 2.66, -3.56], [2.21, 2.52, -2.69], [-1.38, 1.97, -2.87], [-2.44, 1.09, -3.08], [-3.57, 1.50, -3.77], [-3.66, 2.79, -4.27], [-2.60, 3.68, -4.06], [-1.48, 3.26, -3.38], [-0.97, 0.01, -1.34], [0.20, 0.63, -4.63], [2.12, 0.86, -6.16], [4.10, 2.18, -5.48], [4.14, 3.24, -3.25], [2.24, 2.98, -1.71], [-2.40, 0.08, -2.71], [-4.39, 0.81, -3.91], [-4.54, 3.11, -4.81], [-2.67, 4.69, -4.44], [-0.66, 3.95, -3.20], [0.28, -6.33, 0.25], [0.26, -4.90, 0.29], [0.42, -4.19, 1.50], [0.44, -2.83, 1.52], [0.30, -2.05, 0.38], [0.14, -2.76, -0.80], [0.12, -4.12, -0.87], [-0.03, -6.72, 1.12], [-0.29, -6.68, -0.51], [0.52, -4.73, 2.44], [0.55, -2.29, 2.45], [0.03, -2.16, -1.70], [0.00, -4.60, -1.84], [-2.31, -0.54, 0.00], [-4.00, -0.20, 0.23], [-4.51, 1.08, 0.48], [-5.87, 1.28, 0.69], [-6.76, 0.22, 0.64], [-6.27, -1.06, 0.38], [-4.92, -1.26, 0.18], [-3.83, 1.92, 0.51], [-6.24, 2.28, 0.89], [-7.82, 0.38, 0.81], [-6.96, -1.90, 0.33], [-4.53, -2.25, -0.02]],
  "mulliken_charge": [-1.114, -1.580, -0.118, -0.873, -0.535, 1.147, 0.651, -0.987, -0.917, -1.047, -0.628, 0.973, 1.180, 0.048, -0.487, -1.359, -1.189, 0.366, 0.337, 0.365, 0.330, 0.348, 0.223, 0.294, -0.141, 0.365, 0.255, 0.357, 0.353, 0.014, 0.336, 0.385, -0.303, 0.325, 0.407, 0.340, 0.274, 0.291, 0.426, 0.206, 3.781, -0.426, -0.739, 0.230, -1.593, 0.065, -0.845, -0.443, -0.869, 0.058, -0.350, -0.321, -0.852, -0.507, -0.727, -0.389, -1.306, 0.417, 0.381, 0.361, 0.439, 0.561, 0.572, 0.409, 0.375, 0.382, 0.370, -0.677, 0.695, -1.074, -0.973, 1.422, -0.712, -0.825, 0.213, 0.199, 0.290, 0.525, 0.511, 0.268, -0.008, 0.710, -0.514, -0.655, -0.373, -0.566, -0.657, 0.402, 0.356, 0.342, 0.331, 0.415]
}

[2]
{
  "formula": "C37H45BMnN9Se",
  "method": "ωB97M-V/def2-TZVPD",
  "spin_multiplicity": 6,
  "lumo_energy_ev": [-3.74, -2.99],
  "total_charge": 1,
  "species": ["Mn", "N", "C", "C", "N", "C", "C", "N", "C", "C", "N", "H", "H", "H", "H", "H", "H", "Se", "N", "C", "C", "C", "C", "N", "C", "N", "H", "H", "H", "C", "C", "C", "C", "C", "C", "C", "C", "C", "C", "C", "C", "N", "B", "N", "C", "C", "C", "C", "C", "C", "C", "C", "C", "C", "C", "C", "C", "C", "H", "H", "H", "H", "H", "H", "H", "H", "H", "H", "H", "H", "H", "H", "H", "H", "H", "H", "H", "H", "H", "H", "H", "H", "H", "H", "H", "H", "H", "H", "H", "H", "H", "H", "H", "H"],
  "xyz": [[0.41, -0.17, 0.27], [-2.52, -2.68, 1.72], [-2.74, -3.19, 0.46], [-1.98, -2.44, -0.38], [-1.30, -1.50, 0.33], [-1.64, -1.67, 1.60], [-1.06, -0.82, 2.61], [-0.25, 0.19, 2.30], [0.15, 0.74, 3.49], [-0.42, 0.07, 4.52], [-1.19, -0.92, 3.95], [-2.93, -3.04, 2.57], [-3.40, -4.02, 0.28], [-1.88, -2.52, -1.45], [0.81, 1.59, 3.53], [-0.35, 0.20, 5.59], [-1.71, -1.61, 4.46], [1.77, -2.04, -2.85], [2.91, -3.20, -2.15], [2.94, -3.05, -0.82], [3.73, -3.74, 0.11], [3.58, -3.41, 1.46], [2.69, -2.43, 1.86], [1.93, -1.73, 0.99], [2.07, -2.04, -0.31], [1.35, -1.34, -1.21], [4.44, -4.49, -0.22], [4.17, -3.92, 2.20], [2.57, -2.17, 2.90], [-2.01, 3.35, 1.96], [-0.67, 3.60, 1.26], [-0.70, 4.97, 0.57], [0.51, 3.49, 2.20], [0.39, 3.93, 3.52], [1.44, 3.79, 4.41], [2.62, 3.19, 4.00], [2.81, 2.78, 2.68], [4.17, 2.19, 2.33], [4.11, 0.89, 1.51], [5.08, 3.22, 1.67], [1.74, 2.94, 1.78], [1.92, 2.63, 0.39], [1.46, 1.54, -0.42], [1.76, 1.98, -1.77], [2.36, 3.23, -1.70], [2.44, 3.63, -0.42], [1.68, 1.37, -3.07], [0.47, 1.28, -3.76], [0.47, 0.70, -5.03], [1.64, 0.30, -5.64], [2.84, 0.45, -4.97], [2.88, 0.97, -3.68], [4.24, 1.11, -3.01], [5.09, 2.15, -3.76], [4.97, -0.24, -2.95], [-0.87, 1.84, -3.28], [-1.50, 1.01, -2.16], [-0.81, 3.32, -2.92], [-2.80, 3.27, 1.21], [-2.27, 4.16, 2.63], [-1.98, 2.41, 2.53], [-0.56, 2.82, 0.50], [-0.73, 5.76, 1.33], [-1.58, 5.07, -0.06], [0.19, 5.13, -0.04], [-0.53, 4.40, 3.85], [1.34, 4.13, 5.43], [3.42, 3.06, 4.71], [4.63, 1.93, 3.29], [4.06, 1.09, 0.44], [3.24, 0.30, 1.78], [5.00, 0.29, 1.69], [4.77, 3.42, 0.64], [6.11, 2.85, 1.64], [5.08, 4.16, 2.22], [2.65, 3.77, -2.59], [2.82, 4.55, -0.01], [-0.47, 0.62, -5.56], [1.62, -0.10, -6.65], [3.76, 0.16, -5.46], [4.11, 1.45, -1.99], [5.35, 1.78, -4.75], [6.01, 2.35, -3.21], [4.55, 3.09, -3.88], [5.18, -0.63, -3.95], [4.38, -0.97, -2.40], [5.93, -0.12, -2.44], [-1.55, 1.75, -4.14], [-1.06, 1.30, -1.19], [-1.32, -0.05, -2.33], [-2.57, 1.18, -2.09], [-0.22, 3.50, -2.03], [-1.82, 3.70, -2.74], [-0.38, 3.89, -3.74]],
  "mulliken_charge": [-0.189, -0.084, -0.863, -0.465, 0.347, -0.225, 0.213, 0.641, -0.405, -1.266, -0.064, 0.173, 0.426, 0.520, 0.160, 0.463, 0.181, 0.194, -0.870, 0.524, -0.863, -0.896, -0.317, -0.032, 0.665, -0.467, 0.496, 0.408, 0.458, -1.873, 1.862, -1.640, 0.907, -0.493, -1.520, -1.186, 0.672, 0.254, -0.576, -1.523, -0.257, 1.040, 3.255, 0.882, -1.062, -1.474, -0.228, 0.699, -1.247, -1.641, -0.681, 0.860, 1.793, -1.716, -1.618, 0.297, -1.196, -1.471, 0.447, 0.464, 0.229, -0.936, 0.377, 0.405, 0.291, 0.395, 0.420, 0.461, 0.813, -0.258, -0.264, 0.679, 0.229, 0.463, 0.347, 0.640, 0.650, 0.456, 0.400, 0.378, -0.793, 0.363, 0.459, 0.340, 0.328, 0.396, 0.487, 0.809, -0.042, 0.133, 0.567, 0.075, 0.431, 0.375]
}

It is found that the energy relative to the best compared isomer or geometry (same formula, charge and spin) values, taken in the order of the records, are 16.3; 5.9 kcal per mole.
It is found that the E_tot values, taken in the order of the records, are -100899.2654; -149850.5550 eV.